1.
Molecular formula: C5H6O
Method: DFT, the ωB97M-V functional and the def2-TZVPD basis

Calculated values
Calculated total energy, eV: -7325.5840
Largest force on an atom, eV Å⁻¹: 0.803
ΔE to the lowest compared entry with this formula, charge and spin, kJ/mol: 357.05
Kohn-Sham gap, eV: 9.45

CARTESIAN COORDINATES (ANGSTROEM)
C 1.21325 0.12852 -0.89707
C -0.18676 0.65699 -0.58483
C -1.02371 -0.35840 0.17969
C -1.96068 -1.12429 -0.31805
C -0.71934 -0.56471 1.63419
O 0.27678 -0.10823 2.14776
H 1.71950 -0.18113 0.02057
H 1.15990 -0.72729 -1.57592
H 1.81688 0.90746 -1.37442
H -0.70564 0.94780 -1.50350
H -0.12502 1.54923 0.04860
H -1.46517 -1.12595 2.22297

Cartesian forces (eV/Å) of the 6 atoms listed first:
0.067 -0.064 0.011
-0.024 0.123 -0.131
-0.329 -0.346 -0.215
0.526 0.553 0.247
0.281 0.099 0.422
-0.590 -0.163 -0.314

***

2.
Molecular formula: CHMgO2
Method: DFT, the ωB97M-V functional and the def2-TZVPD basis

Calculated values
Calculated total energy, eV: -10582.7361
Largest force on an atom, eV Å⁻¹: 4.543
ΔE to the lowest compared entry with this formula, charge and spin, kJ/mol: 169.42
Kohn-Sham gap, eV: 7.54
Charge: +1

CARTESIAN COORDINATES (ANGSTROEM)
O -1.40899 0.20078 -0.06175
C -0.23448 0.62884 -0.04160
O 0.47221 -0.59518 0.01833
Mg 1.84105 0.89116 0.08581
H -0.66979 -1.12560 -0.00079

Forces on the atoms, in the same order (eV/Å):
1.302 2.529 -0.078
-2.940 -3.462 0.086
0.552 0.027 0.042
-0.862 -0.610 -0.066
1.949 1.516 0.017

***

3.
Molecular formula: C54H61FHfN7O5P
Method: DFT, the ωB97M-V functional and the def2-TZVPD basis

Calculated values
Calculated total energy, eV: -90961.1612
Largest force on an atom, eV Å⁻¹: 0.767
ΔE to the lowest compared entry with this formula, charge and spin, kJ/mol: 7.29
Kohn-Sham gap, eV: 5.93
Charge: +2

CARTESIAN COORDINATES (ANGSTROEM)
Hf -1.16700 1.50506 0.37619
C 7.87003 3.87065 3.27485
O 6.62059 4.44904 2.93267
C 6.25658 4.44322 1.63370
C 6.98354 3.83984 0.61271
C 6.51313 3.92467 -0.68949
C 5.30655 4.54633 -0.97896
C 4.59474 5.17579 0.04698
C 5.07082 5.12416 1.33746
N 4.98859 4.57335 -2.37768
N 3.85215 4.43449 -2.83816
C 2.70353 4.19799 -1.99908
C 1.65459 5.07800 -2.03706
C 0.48781 4.86389 -1.27295
C 0.37058 3.72606 -0.51788
O -0.69907 3.42810 0.24143
C 1.41564 2.76428 -0.53099
N 1.18593 1.61970 0.18496
C 2.14026 0.71464 0.23058
C 3.37145 0.87309 -0.42214
C 3.59317 1.99458 -1.17897
C 2.59554 2.98992 -1.25963
H 7.98328 4.01787 4.34455
H 8.68846 4.36836 2.75012
H 7.88400 2.80106 3.05049
H 7.92177 3.34198 0.80785
H 7.09103 3.51121 -1.50560
H 3.69352 5.73395 -0.15700
H 4.54983 5.62436 2.14213
H 1.73835 5.96812 -2.64662
H -0.31718 5.58526 -1.27662
H 1.92926 -0.18465 0.79431
H 4.12188 0.10140 -0.33064
H 4.52425 2.12278 -1.71386
C -2.36584 -2.48753 1.07128
C -1.05576 -2.25560 1.82671
C -0.85831 -3.35379 2.87215
P -0.94308 -0.48617 2.35159
C 0.47926 -0.29501 3.51512
C 0.79456 1.19480 3.69597
C 0.31469 -0.91324 4.90554
C -2.46682 -0.05137 3.20421
C -3.03122 -0.86483 4.19317
C -4.25648 -0.58416 4.76925
C -4.84452 -1.45603 5.84140
C -4.93196 0.54780 4.30668
C -4.39582 1.37372 3.34069
C -3.13879 1.10649 2.78002
N -2.56563 1.99335 1.83618
C -3.09730 3.33752 1.90652
C -2.85881 4.11761 3.04207
C -2.00515 3.62443 4.17177
C -3.41633 5.38787 3.11356
C -4.19267 5.91336 2.09100
C -4.77099 7.29630 2.17926
C -4.40829 5.12342 0.96906
C -3.87847 3.84398 0.85906
C -4.17898 3.03543 -0.36771
H -2.35276 -3.48933 0.63610
H -2.54103 -1.76177 0.27807
H -3.21412 -2.43601 1.75564
H -0.23033 -2.33334 1.11354
H -1.69820 -3.41442 3.56269
H 0.06044 -3.25230 3.44533
H -0.80825 -4.31171 2.34982
H 1.32081 -0.77650 3.00006
H 0.05596 1.64846 4.35643
H 0.81720 1.76568 2.76579
H 1.77152 1.30668 4.16809
H -0.59511 -0.54589 5.38173
H 1.15300 -0.59888 5.52953
H 0.29411 -1.99966 4.91170
H -2.48976 -1.74038 4.53020
H -4.18313 -2.28856 6.07876
H -5.80605 -1.86815 5.53156
H -5.01365 -0.89169 6.75933
H -5.90400 0.79224 4.71895
H -4.94576 2.24719 3.01980
H -1.14709 3.07569 3.78509
H -2.55285 2.95143 4.83615
H -1.64149 4.46042 4.76635
H -3.22578 5.98742 3.99638
H -4.68291 7.69897 3.18708
H -5.82590 7.29856 1.90474
H -4.25577 7.97887 1.50155
H -5.01589 5.50719 0.15653
H -4.95110 3.52339 -0.96251
H -4.51850 2.03125 -0.12015
H -3.30860 2.94874 -1.02584
C -1.52766 -2.68725 -6.57007
C -2.30332 -3.06030 -5.31957
N -1.65754 -2.57239 -4.09245
C -2.07702 -1.39021 -3.57632
C -1.51379 -0.82827 -2.48574
C -1.86146 0.41159 -1.75291
O -1.14617 1.43656 -1.87648
O -2.61991 0.31753 -0.74058
C -0.45636 -1.47402 -1.76349
O 0.01558 -0.96960 -0.73059
C -0.00894 -2.73582 -2.33460
C 1.03915 -3.43513 -1.73038
C 1.49286 -4.59893 -2.27549
F 2.53363 -5.22226 -1.69158
C 0.92261 -5.14622 -3.44065
C -0.12660 -4.45931 -4.02776
C -0.60573 -3.24951 -3.49820
N 1.36819 -6.35134 -4.03217
C 1.78884 -6.32735 -5.42584
C 1.24251 -7.58542 -6.11378
N 1.08085 -8.65202 -5.05889
C 2.22899 -8.62073 -4.09399
C 2.13582 -7.32909 -3.26796
H -2.03705 -3.06700 -7.45488
H -0.51727 -3.09686 -6.55215
H -1.44496 -1.60532 -6.66842
H -2.44268 -4.13739 -5.22734
H -3.30468 -2.63342 -5.33470
H -2.89911 -0.92280 -4.10145
H 1.50763 -3.03210 -0.84289
H -0.58648 -4.88548 -4.90674
H 2.88206 -6.28836 -5.50482
H 1.40352 -5.44429 -5.92814
H 1.91966 -7.97920 -6.86965
H 0.26003 -7.43192 -6.55631
H 0.98851 -9.57118 -5.49074
H 0.21987 -8.46331 -4.54271
H 3.13004 -8.66538 -4.70336
H 2.18458 -9.51077 -3.47085
H 3.15527 -7.00622 -3.04203
H 1.62663 -7.52002 -2.32404

Cartesian forces (eV/Å) of the 6 atoms listed first:
-0.044 -0.344 0.684
0.023 -0.009 0.017
-0.011 0.008 0.018
-0.071 0.029 0.034
-0.003 -0.004 -0.011
-0.042 0.063 0.039

***

4.
Molecular formula: C2H7Cl3NNbO2P
Method: DFT, the ωB97M-V functional and the def2-TZVPD basis

Calculated values
Calculated total energy, eV: -56175.1688
Largest force on an atom, eV Å⁻¹: 2.373
Kohn-Sham gap, eV: 7.44
Charge: -1

CARTESIAN COORDINATES (ANGSTROEM)
N -2.03714 -2.94624 0.27886
C -2.51638 -2.04360 -0.27836
O -2.92035 -1.04060 -0.94046
Nb -2.70884 0.77513 0.13519
P -0.13986 0.24290 0.14556
O 0.48622 1.34823 -0.65938
H -2.69508 -0.26966 1.64029
H -2.50051 2.19421 1.21862
H -2.90476 1.79331 -1.41999
H -4.47332 0.70262 0.51513
H 0.09636 -1.06087 -0.35160
H 0.39934 0.15469 1.44904
C 4.40078 0.01367 -0.45234
Cl 2.81355 -0.68238 -0.21112
Cl 4.39401 1.74664 -0.13025
Cl 5.62390 -0.79811 0.54732
H 4.68208 -0.12995 -1.48653

Cartesian forces (eV/Å) of the 6 atoms listed first:
-0.413 0.135 -0.243
0.638 -0.681 -0.120
0.109 0.529 0.722
0.242 0.448 -2.318
-0.762 -0.112 1.307
-0.308 0.169 -0.316